# CHNO5

2 unconnected molecules or ions with the total composition CHNO5 (ωB97M-V/def2-TZVPD, the Open Molecules 2025 dataset).

Results
- SMILES string: O=C1OO1.O=NO
- Orbital gap: 0.370 Ha
- Highest occupied orbital energy: -10.947 eV
- Energy relative to the best compared isomer or geometry (same formula, charge and spin): 303.7 kJ/mol

XYZ file:
```
8
Properties=species:S:1:pos:R:3:mulliken_charge:R:1
O 1.1111 1.3591 1.0973 -0.34
C 0.8695 0.2766 1.3997 0.80
O 0.0088 -0.6966 1.2625 -0.27
O 1.1730 -0.7414 2.2187 -0.23
O -1.7757 0.6404 -1.3840 -0.38
N -0.8072 0.5480 -2.0407 0.35
O -0.1085 -0.5340 -1.7320 -0.26
H -0.4710 -0.8521 -0.8215 0.33
```